Here is C30H26BF3FeO2S as an isolated structure in a non-equilibrium geometry from OMol25. Energies are from the ωB97M-V functional and the def2-TZVPD basis.

ORCA input file:
```
! RIJCOSX wB97M-V def2-TZVPD def2/J DEFGRID3
* xyz 0 5
C 1.700 2.586 3.355
C 1.279 -0.874 -2.717
C -3.103 -0.177 1.076
C -4.010 2.435 -0.762
C 4.812 -1.331 -0.007
H -0.995 -0.420 -2.229
C 0.379 -2.858 -3.762
C 0.474 -2.691 -1.363
H -4.748 0.098 2.592
C -2.837 1.309 2.850
H 6.589 -0.222 0.291
C 0.866 0.288 3.484
H -1.885 3.049 -1.223
C -3.752 0.399 2.258
H -2.925 1.856 3.766
C -1.645 1.359 2.035
C -2.747 3.688 0.775
C 2.765 -2.269 0.526
C 0.953 -1.348 -1.426
C 1.332 1.360 1.328
F -0.005 -4.936 -4.879
H 1.219 -1.212 -4.854
H -2.628 -0.022 -1.570
C -0.094 -3.575 -4.992
F -1.412 -3.291 -5.260
H -0.692 1.892 2.201
B 0.805 -0.338 -0.066
C 1.318 1.464 4.106
H 2.014 3.524 3.885
C 0.854 0.264 2.092
H -1.775 -1.493 -1.041
H 2.033 -2.977 0.889
H -0.474 1.229 -0.573
H -5.937 2.530 0.433
C -1.773 0.382 0.937
C 1.715 2.545 1.958
C 6.262 -1.134 -0.204
C -4.104 3.540 1.318
H -3.490 -0.996 0.432
C -1.638 -0.453 -1.319
O 1.433 1.091 0.009
H 2.031 3.391 1.327
C -4.871 2.751 0.368
H -1.951 4.284 1.212
C 2.359 -1.115 -0.121
H 6.730 -2.008 0.226
H 0.545 -0.600 3.995
C 4.157 -2.436 0.471
S 3.721 -0.068 -0.449
H 4.678 -3.351 0.783
O 0.554 -0.799 1.285
H 1.749 0.111 -2.815
H 6.468 -1.058 -1.268
C 0.992 -1.604 -3.866
C -0.824 0.182 -0.240
F 0.614 -3.232 -6.112
C 0.191 -3.425 -2.500
H -4.487 4.002 2.214
C -2.709 3.012 -0.506
Fe -3.235 1.804 0.965
H 0.303 -3.158 -0.390
H -0.200 -4.441 -2.436
H 1.387 1.523 5.197
H -4.336 1.966 -1.691
*
```

Output
Frontier orbital gap (alpha / beta) (eV): 5.6 / 5.7
Lowest unoccupied orbital energy (alpha / beta) (eV): 0.50 / -2.66
⟨S²⟩: 6.064
E (eV): -89670.152
ΔE to the lowest compared entry with this formula, charge and spin (kJ/mol): 0.0

=====

Here is a 9-piece molecular cluster, C36H54O27 overall in a non-equilibrium geometry from OMol25. Energies are from the ωB97M-V functional and the def2-TZVPD basis.

ORCA input file:
```
! RIJCOSX wB97M-V def2-TZVPD def2/J DEFGRID3
* xyz 0 1
H 1.097 -3.964 3.406
C 1.374 5.844 -2.278
H -2.639 -6.905 -1.196
O 3.576 -3.232 -0.204
H -0.274 2.545 2.339
O -5.641 -1.613 -0.648
H 3.277 0.927 4.446
H -3.012 -0.891 2.579
O -1.857 -6.110 0.541
H 2.739 -4.454 3.593
H 5.883 2.174 5.424
H 4.775 -3.298 1.491
C 3.274 2.520 1.708
O 4.367 -2.900 4.402
H 1.685 -5.240 2.381
C -6.639 2.013 -1.797
O 3.651 1.474 2.243
H 3.299 5.698 3.216
H 3.928 -4.805 1.022
O 0.715 2.089 -2.106
C -0.277 -3.446 -4.463
H 0.238 3.370 -4.546
C -0.241 5.342 -3.733
O -4.648 3.234 -1.404
C -5.080 -0.040 3.040
C 3.888 -3.737 1.167
H -0.937 1.056 2.786
C 1.958 -4.275 2.843
O 5.420 -1.060 4.979
H -3.669 -3.198 2.224
H 1.106 -6.883 -1.963
H 2.787 -2.296 2.203
O -2.101 -3.914 1.065
C 2.903 4.108 0.135
O 2.564 3.423 2.357
O -4.178 -0.843 0.910
H -6.086 -0.325 2.789
O -0.486 0.442 -1.062
H 1.257 -5.127 -1.965
H 0.300 0.664 -4.408
H 3.086 6.665 1.765
H 0.419 -1.065 -6.276
H 2.006 3.970 -0.502
H -0.713 3.780 -2.277
H -1.569 1.803 1.314
O 3.482 2.872 0.458
C 1.370 -1.877 -4.322
C -0.617 1.610 1.891
O 1.649 -3.144 0.760
C 0.794 -5.956 -1.440
O 0.320 5.402 -1.529
H -1.262 0.076 -5.177
H -3.443 0.793 -0.996
O -3.840 1.731 -2.886
C 2.375 -2.771 -0.337
C 2.541 4.603 1.567
H -7.273 2.784 -1.427
H -1.326 4.040 -5.006
H 3.130 0.487 6.224
H 0.171 4.710 -5.725
H -4.825 0.988 2.748
C 0.368 0.806 1.050
H -4.715 0.089 -2.003
H -0.859 -0.326 -3.577
O 0.910 1.722 0.103
C -4.047 3.066 -2.635
C -4.285 1.037 -1.737
H -5.118 -2.827 3.292
O -0.638 -2.412 -5.261
C -5.174 -1.698 0.466
H -0.807 6.218 -4.045
H 1.476 4.945 1.570
C -1.716 -4.746 0.308
C 3.646 0.303 5.295
C -0.316 -0.227 0.202
H -1.036 -5.876 -2.561
H -7.159 1.110 -1.541
C -0.428 -0.181 -4.550
C 2.598 -3.311 1.840
H 1.217 0.534 1.652
C 3.437 5.667 2.128
H 3.617 4.807 -0.265
H -6.694 2.040 -2.915
C -4.084 -1.062 2.414
O 0.796 -3.093 -3.771
O -5.450 -2.575 1.378
H 1.585 -1.187 -3.490
H -1.254 -0.497 0.647
O -1.182 -4.529 -0.959
H -5.319 1.891 -0.067
H 4.533 5.598 1.918
C 0.411 1.431 -1.150
C 4.283 -1.789 4.718
C -4.492 -2.519 2.450
C -0.304 4.288 -4.792
O 3.173 -1.039 4.961
C -5.257 1.967 -1.170
O 1.117 5.723 -3.531
H 1.200 -5.898 -0.419
O 1.930 -2.037 -1.193
H 2.286 -2.131 -4.822
C 5.158 0.211 5.488
O 2.460 6.123 -1.896
H 0.315 -1.089 0.024
C 5.968 1.270 4.789
H -1.639 5.227 -2.102
H 5.434 0.252 6.543
C 0.293 -1.348 -5.240
H 7.035 1.020 4.857
C -1.647 -6.803 -0.684
H -1.198 -7.752 -0.455
C -0.736 -5.908 -1.491
H 5.668 1.458 3.781
H -5.111 -0.085 4.138
O -0.804 -4.486 -4.336
C -0.670 4.867 -2.375
O -3.544 3.891 -3.323
*
```

Output
Frontier orbital gap (eV): 10.8
SMILES: C[C@H]1COC(=O)O1.C[C@H]1COC(=O)O1.C[C@H]1COC(=O)O1.C[C@H]1COC(=O)O1.C[C@H]1COC(=O)O1.C[C@H]1COC(=O)O1.C[C@H]1COC(=O)O1.C[C@H]1COC(=O)O1.C[C@H]1COC(=O)O1
Lowest unoccupied orbital energy (eV): 0.34
E (eV): -93491.753
ΔE to the lowest compared entry with this formula, charge and spin (kJ/mol): 144.4

=====

Here is a 9-piece molecular cluster, C38H64ClO17P overall in a non-equilibrium geometry from OMol25. Energies are from the ωB97M-V functional and the def2-TZVPD basis.

ORCA input file:
```
! RIJCOSX wB97M-V def2-TZVPD def2/J DEFGRID3
* xyz 0 1
C -0.204 3.133 -7.353
C -3.838 -3.367 6.533
C 2.949 5.253 -2.081
C 6.558 -0.915 2.844
O 4.498 -0.599 -0.952
H -0.844 -3.347 0.358
H -5.637 -4.560 6.545
H 5.728 -2.865 2.790
O 0.802 4.635 -2.832
H -2.937 3.370 -3.330
C 7.046 -1.479 0.674
H 0.157 -3.830 4.101
O 0.739 5.637 -4.824
P -0.490 3.351 2.691
C -3.631 1.007 -1.086
C 1.284 5.476 -3.768
H -1.685 3.101 -1.249
H -0.865 1.899 -2.261
H 4.245 2.804 3.474
C -1.827 2.202 -1.855
H 2.655 -2.800 -0.701
H 1.595 2.510 4.421
C 1.113 -1.481 -1.510
C -4.491 -3.773 -2.482
H 2.280 3.914 3.628
H -3.340 2.848 -8.370
H 2.957 -2.343 -2.381
C -4.925 -4.096 4.563
O -1.784 -4.527 5.875
O 2.450 0.117 -0.424
H 7.226 -2.757 3.726
H -1.540 3.293 1.771
H -4.045 -3.272 -0.402
C -1.208 3.442 -8.457
H -0.653 4.205 3.782
H -0.394 1.334 4.172
H 3.548 1.364 4.156
H 6.116 -1.677 0.136
H -3.683 -3.576 7.588
H -4.945 1.510 -2.707
C 3.434 2.083 3.342
H -1.846 2.277 4.442
C 0.090 -3.562 3.050
O -1.100 -0.247 2.572
H 0.358 -2.243 -1.364
C 1.115 -0.419 -0.418
C -2.928 -4.238 5.691
O 0.479 -4.755 1.070
C -2.112 -3.700 -2.455
H 3.284 6.202 -4.056
H 8.570 -2.597 1.714
H 1.537 3.071 1.403
O -0.845 2.132 -6.533
C 3.318 -0.794 -0.935
H 1.638 3.726 -1.188
C -4.164 1.983 -2.117
H -3.564 -2.326 6.345
H -4.896 -3.228 3.900
C -1.192 1.881 3.658
C 2.095 2.843 3.503
H -5.604 -4.839 4.151
H -5.361 -4.339 -2.156
C 7.497 -2.662 1.527
H -2.883 4.109 -7.218
C 2.550 6.136 -3.258
H 0.418 0.393 -0.616
C -2.534 3.215 -7.740
H 0.955 1.567 2.168
H -4.768 -3.199 -3.367
C 1.596 4.721 -1.627
H -4.421 -1.849 -1.391
O -4.230 0.220 -0.406
C -5.229 -3.703 6.006
H 1.092 5.392 -0.934
H -1.086 4.444 -8.862
C 6.726 -2.422 2.822
C 3.661 1.379 1.997
O 6.235 -0.221 3.766
H 2.792 0.814 1.644
H -1.477 -0.752 1.845
H -1.665 -4.792 2.909
C -2.916 2.367 -2.909
O 2.220 -4.618 2.463
H 3.474 5.779 -1.287
H -3.189 -5.494 -2.116
O -2.293 1.145 -0.994
C 2.544 -1.999 -1.437
C -3.964 -2.834 -1.401
C -1.953 0.871 2.806
H -5.943 -2.885 6.074
O -0.957 -3.797 -2.750
O 6.800 -0.414 1.614
H 7.288 -3.619 1.054
H 7.794 -1.128 -0.032
H 0.913 -0.825 0.578
H -1.481 -4.986 0.514
H 0.009 3.997 -6.725
H -4.602 2.826 -1.577
C 1.079 -4.356 2.223
H -1.100 2.725 -9.273
H -2.268 1.293 1.841
O -2.566 -2.666 -1.704
H 0.733 2.712 -7.709
C 1.142 2.635 2.318
H 0.924 -1.016 -2.479
H 0.343 -2.503 2.943
H 4.480 0.665 2.113
C -0.858 -4.233 0.991
H -2.774 1.658 -3.725
O -2.922 1.485 -6.052
C -2.182 2.181 -6.688
H 2.289 7.149 -2.944
H -1.997 -3.113 2.488
H -2.868 0.549 3.321
H -3.183 -4.979 -3.806
H 3.965 2.091 1.226
C -1.254 -3.908 2.423
O -3.611 -4.678 4.603
C -3.264 -4.629 -2.780
Cl 0.051 5.282 1.535
H 3.580 4.432 -2.425
*
```

Output
Frontier orbital gap (eV): 9.6
SMILES: CCCC[PH2](Cl)CCO.O=C1CCCO1.O=C1CCCO1.O=C1CCCO1.O=C1CCCO1.O=C1CCCO1.O=C1CCCO1.O=C1CCCO1.O=C1CCCO1
Lowest unoccupied orbital energy (eV): 0.24
E (eV): -97064.977
ΔE to the lowest compared entry with this formula, charge and spin (kJ/mol): 0.0

=====

Here is a 8-piece molecular cluster, C26H67O12S overall in a non-equilibrium geometry from OMol25. Energies are from the ωB97M-V functional and the def2-TZVPD basis.

ORCA input file:
```
! RIJCOSX wB97M-V def2-TZVPD def2/J DEFGRID3
* xyz -1 1
C 0.953 -1.196 -2.102
H 0.275 -4.245 -3.182
O 4.747 -5.624 4.551
H 2.257 3.993 -1.281
H -8.200 4.602 -3.575
H 1.385 -1.334 -1.085
H 4.420 -7.489 6.446
C 4.406 1.350 2.866
H 4.627 -4.646 7.764
H -0.319 0.308 -1.237
S 0.130 -3.904 -0.814
H 5.768 -6.948 7.467
C 0.058 4.920 1.519
H -8.840 -0.032 -3.992
C 5.381 -6.966 6.446
C -8.788 3.890 -2.993
H -7.325 -0.194 -0.539
H -8.111 3.313 -2.360
H -2.631 1.326 -4.589
H -1.190 -1.235 -1.441
H 6.176 0.821 4.001
O -0.103 -5.369 -0.882
H -11.271 4.302 -4.170
H -1.004 -3.071 -2.800
H 4.907 3.326 -2.667
H 6.061 -7.552 5.825
O 1.047 5.812 1.006
H 3.712 0.691 4.809
H -1.766 -1.194 -4.684
H 0.006 3.045 2.607
C 5.229 -5.558 5.889
H -7.291 -0.226 -4.836
H -0.294 6.091 3.308
H -9.450 4.448 -2.325
O -10.322 2.037 -3.100
C 0.053 -3.343 -2.564
H 4.094 5.572 -0.626
H 3.883 -6.054 4.566
H -8.907 2.385 -4.523
H 4.067 1.307 1.829
H -3.913 0.024 -4.725
C 3.295 3.658 -1.258
C -2.035 -0.657 -3.743
H 5.796 -0.304 2.681
H 1.563 6.143 1.750
H -8.861 -0.012 -1.411
C 0.738 3.754 2.217
H 6.866 -4.550 0.446
O 3.294 2.312 -0.787
H -0.518 4.553 0.668
H 3.933 -4.953 1.231
C -0.860 5.675 2.469
C -10.549 3.748 -4.779
H 2.423 1.070 3.676
H -2.540 -1.381 -3.066
H -10.015 4.456 -5.416
C 5.708 -2.838 1.043
C 4.991 -5.230 1.250
H 5.319 -5.279 2.290
C 4.273 -4.730 6.734
H -1.641 5.023 2.866
O -0.914 0.011 -3.180
H 6.502 1.287 2.339
O -1.049 -3.317 -0.018
C -3.104 0.449 -4.081
H 5.067 -6.228 0.813
O 4.453 2.730 3.238
H 3.342 -0.435 3.487
C -0.466 -0.555 -1.941
O 5.374 -4.219 -0.900
H -3.600 0.853 -3.172
H -6.947 0.988 -2.693
H 1.402 3.228 1.528
H 3.877 4.719 -3.059
O 1.449 -3.679 -0.198
H -10.927 2.540 -2.542
C -7.857 -0.505 -3.945
H 6.057 -2.813 2.078
H 6.205 -5.070 5.855
O 1.001 -2.358 -2.933
C -9.588 2.966 -3.898
H -1.334 6.516 1.957
H 4.208 2.005 -0.762
H 1.359 4.107 3.047
H 5.126 4.183 -0.225
H -8.010 -1.571 -1.386
H 4.750 2.781 4.154
C 4.090 4.529 -0.300
C 3.414 0.620 3.758
H 3.304 3.063 -3.335
H -5.953 -1.665 -2.664
H 3.275 -5.179 6.744
H -11.124 3.071 -5.415
H 6.295 -2.126 0.458
H 4.446 -3.943 -0.905
H 4.670 -2.492 1.016
H 1.586 -0.423 -2.608
O -5.824 -0.709 -2.671
H 4.165 -3.726 6.318
C 5.798 0.747 2.976
H -7.991 -1.591 -3.982
C -7.877 -0.487 -1.435
C 5.819 -4.236 0.455
H 3.666 4.479 0.704
C 3.879 3.702 -2.662
C -7.109 -0.093 -2.687
*
```

Output
Frontier orbital gap (eV): 6.8
Lowest unoccupied orbital energy (eV): 1.97
E (eV): -63453.869